1.
DFT (wB97M-V/def2-TZVPD) results for the molecule C19H19FN2O3.

Properties
E_HOMO   -8.831 eV
Strongest force on any atom   0.5 eV/Å
LUMO level   0.62 eV
Relative energy (zero: lowest compared OMol25 entry of this formula, charge and spin)   57.4 kJ/mol
Spin multiplicity   1
SMILES string   COc1cccc(C(=O)N2CCN(C(=O)c3cccc(F)c3)CC2)c1

Geometry as XYZ:
```
44
C19H19FN2O3 (wB97M-V/def2-TZVPD)
C 0.658 1.706 -6.276
O 2.012 1.645 -5.892
C 2.341 0.948 -4.774
C 3.703 0.882 -4.474
C 4.141 0.186 -3.367
C 3.235 -0.440 -2.526
C 1.877 -0.363 -2.808
C 0.872 -1.095 -1.981
O 0.119 -1.915 -2.474
N 0.875 -0.834 -0.645
C 1.469 0.322 -0.016
C 0.364 1.273 0.463
N -0.556 0.562 1.324
C -0.649 0.889 2.633
O -0.051 1.830 3.118
C -1.556 0.026 3.462
C -1.078 -1.148 4.033
C -1.891 -1.903 4.861
C -3.187 -1.497 5.130
C -3.643 -0.322 4.560
F -4.903 0.082 4.816
C -2.850 0.452 3.733
C -1.160 -0.586 0.691
C -0.057 -1.538 0.211
C 1.430 0.315 -3.936
H 0.641 2.277 -7.203
H 0.248 0.708 -6.457
H 0.051 2.219 -5.524
H 4.397 1.376 -5.136
H 5.198 0.128 -3.156
H 3.580 -0.999 -1.669
H 2.060 -0.007 0.846
H 2.121 0.839 -0.719
H -0.183 1.667 -0.401
H 0.788 2.100 1.036
H -0.065 -1.465 3.835
H -1.514 -2.813 5.302
H -3.837 -2.069 5.772
H -3.234 1.369 3.315
H -1.741 -0.247 -0.175
H -1.826 -1.094 1.387
H 0.488 -1.936 1.073
H -0.485 -2.359 -0.366
H 0.371 0.325 -4.140
```


2.
DFT (wB97M-V/def2-TZVPD) results for the molecule C19H19N at a distorted geometry.

Properties
E_HOMO   -7.717 eV
Strongest force on any atom   5.6 eV/Å
LUMO level   0.82 eV
Relative energy (zero: lowest compared OMol25 entry of this formula, charge and spin)   200.1 kJ/mol
Spin multiplicity   1
SMILES string   CN1CCc2ccc3c4c2[C@@]1(C)Cc1cccc(c1-4)C3

Geometry as XYZ:
```
39
C19H19N (wB97M-V/def2-TZVPD)
C 3.077 -1.935 -0.983
N 2.444 -0.787 -0.489
C 2.960 0.530 -1.083
C 2.672 1.778 -0.248
C 1.247 1.863 0.004
C 0.655 3.157 0.243
C -0.664 3.217 0.605
C -1.510 2.051 0.695
C -0.907 0.880 0.443
C 0.447 0.712 0.189
C 0.975 -0.744 0.036
C 1.144 -1.336 1.557
C -0.009 -1.660 -0.706
C -1.482 -1.314 -0.269
C -2.595 -2.164 -0.446
C -3.911 -1.832 -0.156
C -4.137 -0.528 0.203
C -3.028 0.346 0.487
C -1.818 -0.121 0.301
C -2.956 1.745 0.933
H 2.654 -2.343 -1.914
H 2.920 -2.707 -0.264
H 4.181 -1.806 -1.000
H 3.994 0.452 -1.258
H 2.471 0.589 -2.085
H 3.316 1.770 0.663
H 2.929 2.658 -1.027
H 1.284 4.019 0.121
H -1.048 4.145 0.766
H 2.058 -1.118 2.165
H 1.212 -2.411 1.355
H 0.296 -1.209 2.150
H 0.092 -1.560 -1.786
H 0.199 -2.701 -0.574
H -2.373 -3.119 -0.908
H -4.729 -2.460 -0.399
H -5.159 -0.141 0.306
H -3.608 2.328 0.316
H -3.291 1.756 2.059
```


3.
DFT (wB97M-V/def2-TZVPD) results for a structure of composition C19H19N2O6P2STa at a distorted geometry.

Properties
E_HOMO   -13.533 eV
Strongest force on any atom   1.3 eV/Å
LUMO level   -7.17 eV
Relative energy (zero: lowest compared OMol25 entry of this formula, charge and spin)   7.0 kJ/mol
Spin multiplicity   1
Total charge   +2

Geometry as XYZ:
```
50
C19H19N2O6P2STa (wB97M-V/def2-TZVPD)
Ta -0.675 -0.738 0.059
S 1.644 -4.527 0.940
C 0.512 -4.950 -0.277
C -0.262 -3.900 -0.660
C 0.075 -2.706 0.057
C 1.087 -2.926 0.961
C 1.596 -1.834 1.778
C 2.675 -1.907 2.638
C 3.079 -0.767 3.308
C 2.398 0.425 3.104
C 1.324 0.438 2.243
N 0.926 -0.671 1.597
H 0.481 -5.964 -0.646
H -1.030 -3.978 -1.416
H 3.196 -2.846 2.769
H 3.926 -0.805 3.981
H 2.694 1.338 3.601
H 0.764 1.337 2.050
N -3.793 1.325 2.267
C -3.696 0.721 0.870
C -5.005 0.875 0.106
P -3.142 -1.033 1.116
O -4.385 -1.696 1.769
O -1.896 -0.900 1.974
O -2.626 -1.611 -0.206
P -2.235 1.521 0.023
O -2.743 2.975 -0.193
O -1.926 0.657 -1.177
O -1.049 1.357 0.965
H -2.896 1.217 2.759
H -4.523 0.869 2.824
H -4.022 2.323 2.215
H -5.822 0.364 0.617
H -4.890 0.426 -0.881
H -5.263 1.925 -0.031
H -4.459 -2.667 1.791
H -2.304 3.539 -0.854
C 0.825 -0.115 -1.166
C 1.609 0.561 -1.823
C 2.553 1.258 -2.628
C 2.794 2.621 -2.419
C 3.713 3.280 -3.214
C 4.385 2.588 -4.216
C 4.149 1.236 -4.424
C 3.235 0.564 -3.633
H 2.268 3.146 -1.633
H 3.909 4.332 -3.058
H 5.099 3.108 -4.841
H 4.680 0.705 -5.203
H 3.044 -0.490 -3.785
```


4.
DFT (wB97M-V/def2-TZVPD) results for the molecule C19H19N3O5S at a distorted geometry.

Properties
E_HOMO   -8.744 eV
Strongest force on any atom   1.5 eV/Å
LUMO level   0.27 eV
Relative energy (zero: lowest compared OMol25 entry of this formula, charge and spin)   321.4 kJ/mol
Spin multiplicity   1
SMILES string   COc1ccc(C(=O)Nc2ccc(S(=O)(=O)Nc3onc(C)c3C)cc2)cc1

Geometry as XYZ:
```
47
C19H19N3O5S (wB97M-V/def2-TZVPD)
C -4.330 -3.830 -1.615
O -3.394 -3.159 -0.804
C -3.484 -1.812 -0.680
C -4.430 -1.012 -1.317
C -4.423 0.354 -1.111
C -3.469 0.953 -0.297
C -3.548 2.415 -0.064
O -4.600 3.003 0.078
N -2.364 3.107 0.064
C -1.074 2.767 -0.317
C -0.001 3.351 0.364
C 1.297 3.033 0.022
C 1.522 2.142 -1.009
S 3.181 1.668 -1.412
O 4.124 2.382 -0.605
O 3.383 1.625 -2.827
N 3.179 0.016 -0.950
C 3.137 -0.268 0.392
O 2.294 0.459 1.143
N 2.362 0.005 2.434
C 3.225 -0.974 2.461
C 3.554 -1.699 3.712
C 3.772 -1.205 1.167
C 4.781 -2.223 0.770
C 0.480 1.585 -1.723
C -0.821 1.902 -1.386
C -2.535 0.148 0.357
C -2.545 -1.214 0.167
H -5.352 -3.688 -1.250
H -4.070 -4.885 -1.553
H -4.267 -3.503 -2.658
H -5.177 -1.442 -1.965
H -5.163 0.977 -1.591
H -2.480 4.030 0.466
H -0.196 4.040 1.171
H 2.142 3.449 0.546
H 3.838 -0.538 -1.476
H 3.343 -2.761 3.595
H 4.613 -1.586 3.940
H 2.964 -1.299 4.530
H 5.198 -1.988 -0.207
H 4.331 -3.216 0.725
H 5.589 -2.252 1.498
H 0.702 0.920 -2.542
H -1.643 1.487 -1.947
H -1.811 0.585 1.028
H -1.834 -1.849 0.671
```


5.
DFT (wB97M-V/def2-TZVPD) results for the molecule C19H19N3O7S at a distorted geometry.

Properties
E_HOMO   -8.315 eV
Strongest force on any atom   1.4 eV/Å
LUMO level   0.47 eV
Relative energy (zero: lowest compared OMol25 entry of this formula, charge and spin)   38.1 kJ/mol
Spin multiplicity   1
SMILES string   COc1cc(C(=O)Oc2cc(N)n(S(=O)(=O)c3ccccc3)n2)cc(OC)c1OC

Geometry as XYZ:
```
49
C19H19N3O7S (wB97M-V/def2-TZVPD)
C -3.922 -3.399 0.011
O -2.835 -2.514 0.177
C -2.993 -1.164 0.180
C -1.787 -0.467 0.115
C -1.770 0.917 0.104
C -0.517 1.695 0.008
O -0.474 2.893 -0.123
O 0.566 0.893 0.090
C 1.826 1.398 0.017
C 2.290 2.613 -0.527
C 3.661 2.556 -0.364
N 4.640 3.463 -0.628
N 3.943 1.363 0.237
S 5.446 0.658 0.641
O 5.691 0.838 2.034
O 6.381 1.234 -0.287
C 5.111 -1.046 0.261
C 5.443 -1.532 -0.987
C 5.142 -2.850 -1.292
C 4.510 -3.647 -0.350
C 4.181 -3.140 0.898
C 4.484 -1.826 1.211
N 2.813 0.648 0.472
C -2.966 1.626 0.181
C -4.172 0.956 0.280
O -5.372 1.594 0.419
C -5.382 3.002 0.459
C -4.205 -0.457 0.259
O -5.370 -1.172 0.370
C -6.530 -0.724 -0.304
H -4.455 -3.211 -0.925
H -4.623 -3.345 0.845
H -3.470 -4.390 -0.026
H -0.874 -1.034 0.060
H 1.709 3.405 -0.946
H 4.420 4.153 -1.327
H 5.575 3.079 -0.656
H 5.936 -0.880 -1.691
H 5.396 -3.251 -2.261
H 4.272 -4.672 -0.592
H 3.687 -3.767 1.624
H 4.245 -1.392 2.167
H -2.912 2.701 0.183
H -4.803 3.383 1.305
H -6.428 3.279 0.583
H -5.000 3.434 -0.470
H -7.152 -1.611 -0.430
H -6.287 -0.308 -1.285
H -7.072 0.021 0.280
```